1.
43
Properties=species:S:1:pos:R:3:forces:R:3:mulliken_charge:R:1 method="wB97M-V/def2-TZVPD" largest_force_ev_per_a=4.828 e_above_lowest_kj_mol=0.0 e_tot_ev=-23699.06943 smiles=Cc1ccc(Cc2c(C)n(C)c3ccccc23)cc1.BC#N spin_multiplicity=1 orbital_gap_ev=6.6 e_lumo_ev=-0.97
C 1.9410 -2.8194 -0.4790 0.07 -0.89 -0.04 -1.946
C 1.8543 -1.3811 -0.2240 -1.16 1.53 -0.19 -0.131
N 2.9851 -0.6450 -0.0844 0.69 0.22 0.27 0.154
C 4.3217 -1.1920 -0.1297 0.24 -0.19 0.07 -0.927
C 2.6763 0.6980 0.0452 -0.65 -1.06 -0.63 0.361
C 1.2562 0.8147 -0.0789 0.76 -0.15 -0.25 0.869
C 0.7811 2.1188 -0.2419 0.01 0.97 0.11 -0.025
C 1.6567 3.2200 -0.1346 -0.31 -0.45 -0.04 -0.898
C 3.0431 3.0406 0.0267 -0.05 -0.42 0.16 -0.614
C 3.5671 1.7474 0.0843 0.16 0.87 0.21 -1.056
C 0.7363 -0.5416 -0.2103 1.60 -0.44 0.66 0.981
C -0.6449 -1.0956 -0.2020 -0.40 -0.35 -1.52 0.081
C -1.7289 -0.0305 -0.1828 -0.60 -0.88 0.86 0.504
C -1.7739 0.8644 0.8914 -0.04 0.33 -0.11 -0.570
C -2.7472 1.8610 0.9317 0.19 -0.19 -0.03 -0.612
C -3.7171 1.9414 -0.0680 -0.06 -0.27 0.03 1.068
C -4.7530 3.0200 -0.0369 -0.50 0.56 -0.10 -1.366
C -3.7271 0.9882 -1.0892 0.08 0.07 0.02 -0.816
C -2.7640 -0.0106 -1.1314 0.93 -0.02 -0.03 -0.668
H 0.9495 -3.2277 -0.6824 0.24 -0.01 -0.02 0.445
H 2.5813 -3.0385 -1.3476 -0.20 0.11 0.16 0.348
H 2.3680 -3.3671 0.3703 -0.14 0.04 -0.14 0.372
H 5.0266 -0.3638 -0.0006 -0.08 -0.45 -0.05 0.321
H 4.4727 -1.9290 0.6798 0.01 0.33 -0.32 0.292
H 4.5259 -1.6912 -1.0962 -0.10 0.29 0.41 0.299
H -0.2644 2.2908 -0.4938 0.28 0.07 0.24 0.450
H 1.2539 4.2408 -0.1752 0.14 -0.54 -0.14 0.370
H 3.7095 3.9004 0.0980 -0.22 -0.21 -0.05 0.380
H 4.6363 1.5410 0.1724 -0.35 0.37 -0.07 0.166
H -0.7458 -1.6940 -1.1290 -0.26 0.31 0.19 0.706
H -0.9956 0.8360 1.6630 -0.33 -0.05 -0.32 0.402
H -2.7368 2.6078 1.7301 -0.03 -0.28 -0.18 0.378
H -5.4520 2.9108 -0.8792 0.21 0.08 0.25 0.344
H -5.3558 3.0170 0.8868 0.30 -0.11 -0.26 0.315
H -4.2932 4.0187 -0.1111 -0.13 -0.29 0.01 0.298
H -4.4779 1.0538 -1.8769 0.10 -0.07 0.23 0.280
H -2.7314 -0.7519 -1.9406 -0.17 0.36 0.31 0.348
H -0.7599 -1.9116 0.5712 -0.07 0.81 0.19 -0.750
B -1.3977 -3.7394 1.0932 0.40 -0.54 0.92 -0.035
H -1.7833 -3.2874 2.1593 0.23 -0.09 -0.87 -0.015
H -2.0591 -3.8654 0.1184 0.05 0.25 0.02 0.004
C -0.0847 -4.6096 1.1704 1.90 -3.51 0.75 0.461
N 0.6511 -5.5392 1.3333 -2.77 3.89 -0.70 -0.567

2.
50
Properties=species:S:1:pos:R:3:forces:R:3:mulliken_charge:R:1 method="wB97M-V/def2-TZVPD" largest_force_ev_per_a=1.090 e_above_lowest_kj_mol=0.0 e_tot_ev=-43490.46210 spin_multiplicity=1 total_charge=+1 orbital_gap_ev=6.5 e_lumo_ev=-2.53
Ba 1.1592 -0.6178 0.2771 0.76 -0.78 -0.02 1.611
C 1.9680 2.8183 -3.1086 0.01 -0.16 0.17 -0.799
C 1.9956 1.7167 -2.2372 -0.05 0.22 -0.31 0.207
N 1.0460 1.4562 -1.3725 -0.12 0.02 0.10 -0.219
C -0.0204 2.2943 -1.2448 -0.09 -0.19 0.20 0.045
C -0.1025 3.4528 -2.0463 -0.24 0.27 0.05 1.250
C 0.9118 3.6761 -3.0000 0.03 0.05 -0.06 -0.542
C -1.1603 4.3754 -1.8523 0.16 -0.15 -0.04 -0.987
C -2.0521 4.1270 -0.8541 -0.03 -0.05 0.07 -0.978
C -1.9885 2.9660 -0.0578 -0.12 0.13 -0.04 -0.673
C -1.0264 1.9865 -0.2336 0.27 0.03 -0.18 -0.143
N -0.8589 0.8243 0.4947 -0.56 0.38 0.11 -0.244
C -1.8591 0.3391 1.3265 0.19 -0.08 0.16 -0.402
C -3.2217 0.5121 1.1523 -0.07 -0.07 0.05 -0.676
C -4.1738 0.0339 2.0739 0.00 0.03 -0.06 -0.953
C -3.8055 -0.6310 3.2038 0.17 -0.04 0.06 -0.941
C -2.4315 -0.9107 3.4110 -0.38 0.07 -0.07 1.345
C -1.9807 -1.6127 4.5495 -0.01 -0.01 0.04 -0.585
C -0.6613 -1.9203 4.6971 0.06 -0.10 -0.14 -0.652
C 0.2124 -1.5615 3.6561 -0.12 0.06 0.22 -0.344
N -0.1672 -0.8733 2.6072 -0.06 0.34 -0.18 -0.321
C -1.4746 -0.4896 2.4658 0.21 0.11 -0.20 0.556
H 2.7636 2.9765 -3.8215 0.02 0.01 -0.01 0.402
H 2.8336 1.0260 -2.2631 0.02 -0.06 -0.02 0.098
H 0.8488 4.5524 -3.6335 -0.03 0.01 0.00 0.424
H -1.2183 5.2605 -2.4685 -0.02 0.04 -0.03 0.393
H -2.8450 4.8341 -0.6508 -0.02 0.04 -0.01 0.380
H -2.7268 2.8715 0.7214 0.02 -0.06 0.07 0.681
H -3.5837 1.0424 0.2853 0.02 0.01 -0.05 0.801
H -5.2203 0.2264 1.8766 -0.02 0.00 0.00 0.386
H -4.5299 -0.9647 3.9326 -0.05 -0.01 0.03 0.394
H -2.7041 -1.9021 5.3009 -0.02 0.00 0.02 0.431
H -0.2938 -2.4529 5.5607 0.03 -0.03 0.03 0.394
H 1.2609 -1.8442 3.7083 -0.02 0.01 0.00 0.398
N 4.2241 -0.7078 -0.2585 0.21 -0.11 -0.11 -0.533
N 4.3636 -1.3872 -1.5149 -0.13 -0.12 0.16 -0.075
C 3.7496 -2.5765 -1.7139 0.19 0.27 0.18 0.477
N 3.8409 -3.0816 -2.9493 -0.01 -0.05 -0.16 -0.449
S 2.9652 -3.3930 -0.4727 -0.05 -0.05 0.10 -0.446
H 5.0515 -0.1178 -0.1737 -0.11 0.00 -0.05 0.261
H 4.3551 -1.4436 0.4420 -0.03 0.00 -0.11 0.277
H 4.5754 -0.7868 -2.2968 0.01 -0.02 0.03 0.290
H 4.4875 -2.7191 -3.6310 -0.01 0.00 0.00 0.201
H 3.4591 -3.9998 -3.1018 0.00 0.03 -0.02 0.201
N -0.6079 -3.3112 -1.6283 0.09 0.01 -0.02 -0.593
N -0.9870 -2.2331 -0.7629 -0.05 -0.07 -0.04 -0.233
H -1.3882 -3.9302 -1.8205 0.03 0.01 0.03 0.238
H 0.1277 -3.8420 -1.1760 -0.07 0.02 -0.05 0.171
H -1.6641 -2.5261 -0.0606 0.02 0.07 -0.02 0.221
H -1.4460 -1.5318 -1.3374 -0.02 -0.02 0.09 0.256

3.
48
Properties=species:S:1:pos:R:3:forces:R:3:mulliken_charge:R:1 method="wB97M-V/def2-TZVPD" largest_force_ev_per_a=1.006 e_tot_ev=-103303.21332 smiles="COc1ccc(CC(=O)NNC(=O)COc2ccc(Br)cc2C)cc1OC" spin_multiplicity=1 orbital_gap_ev=8.6 e_lumo_ev=0.43
C 2.4165 2.8971 -0.8777 0.18 0.04 0.03 -1.082
H 2.8936 2.1930 -0.1890 -0.01 0.01 -0.02 0.355
O 1.0454 2.6276 -1.0277 -0.39 -0.23 -0.18 -0.336
C 0.6572 1.4288 -1.5621 -0.01 0.17 0.04 1.190
C 1.5471 0.4107 -1.8769 0.07 0.12 0.04 -0.521
C 1.1151 -0.7981 -2.3951 -0.08 0.00 -0.03 -0.648
C -0.2332 -1.0210 -2.6188 0.11 0.13 -0.09 0.750
C -1.1259 -0.0085 -2.3099 0.14 0.16 0.05 -0.447
C -0.7161 1.2146 -1.7917 0.05 -0.06 -0.13 -0.056
O -1.7329 2.0815 -1.5385 0.10 -0.40 0.09 -0.451
C -1.4942 3.4632 -1.3667 -0.05 0.51 0.08 -0.677
H -0.9810 3.6809 -0.4296 -0.05 -0.03 -0.06 0.111
H -2.4833 3.9211 -1.3543 0.06 -0.01 -0.03 0.295
H -0.9153 3.8755 -2.1960 -0.02 -0.03 0.02 0.299
H -2.1832 -0.1455 -2.4706 -0.18 0.00 -0.03 0.409
C -0.7389 -2.3250 -3.1785 -0.14 0.06 0.24 -1.606
C -1.0105 -3.2917 -2.0358 0.04 -0.04 -0.30 0.512
O -2.0898 -3.4850 -1.5392 -0.33 -0.01 0.12 -0.649
N 0.1146 -3.9600 -1.6400 0.68 -0.31 0.43 -0.039
N 0.1210 -4.8620 -0.5900 -0.46 -0.31 -0.84 -0.313
C 0.4705 -4.5800 0.6916 0.23 0.68 0.09 0.163
O 0.4199 -5.4173 1.5576 -0.02 -0.11 0.21 -0.630
C 1.0045 -3.1651 0.9220 0.13 -0.07 0.20 -0.700
O -0.0477 -2.2644 0.6661 -0.17 0.00 0.06 -0.221
C 0.0968 -0.9670 1.0658 -0.04 0.34 0.09 0.366
C 1.3076 -0.4119 1.4581 -0.04 -0.29 -0.05 -0.472
C 1.3804 0.9169 1.8416 -0.11 0.17 0.04 -0.698
C 0.2354 1.6853 1.8140 0.10 0.15 0.11 -0.541
C -0.9796 1.1443 1.4319 0.17 0.01 0.06 0.056
C -1.0694 -0.1851 1.0582 0.19 -0.20 0.03 0.954
C -2.3893 -0.7839 0.6934 0.03 -0.11 -0.02 -1.700
H -2.2654 -1.5983 -0.0136 -0.11 -0.04 -0.05 0.219
H -3.0442 -0.0278 0.2690 -0.08 0.07 -0.04 0.403
H -2.8646 -1.1911 1.5862 -0.09 -0.06 0.02 0.394
H -1.8684 1.7568 1.4257 -0.08 0.06 -0.02 0.491
Br 0.3335 3.5208 2.3090 -0.01 -0.11 -0.02 -0.153
H 2.3204 1.3406 2.1611 0.05 0.03 0.01 0.536
H 2.2100 -1.0028 1.4731 0.07 -0.09 -0.01 0.448
H 1.3363 -3.1018 1.9652 -0.05 -0.06 -0.18 0.588
H 1.8613 -2.9779 0.2556 -0.06 0.03 0.09 0.378
H -0.3769 -5.7336 -0.7420 0.16 0.20 0.00 0.288
H 1.0159 -3.7144 -2.0269 -0.23 -0.17 0.02 0.295
H -1.6801 -2.1614 -3.7022 0.06 -0.13 0.00 0.431
H -0.0108 -2.7572 -3.8659 -0.02 0.01 -0.05 0.444
H 1.8499 -1.5516 -2.6425 0.09 -0.09 -0.06 0.457
H 2.6033 0.5545 -1.7155 0.09 0.07 0.04 0.432
H 2.4673 3.9001 -0.4564 0.06 -0.08 -0.01 0.278
H 2.9388 2.8780 -1.8397 -0.02 -0.03 0.02 0.397

4.
45
Properties=species:S:1:pos:R:3:forces:R:3:mulliken_charge:R:1 method="wB97M-V/def2-TZVPD" largest_force_ev_per_a=4.426 e_above_lowest_kj_mol=253.1 e_tot_ev=-38524.24114 smiles=ClCCC1CCN(c2ccc(-n3ccc4ccncc43)nc2)CC1 spin_multiplicity=1 orbital_gap_ev=8.1 e_lumo_ev=0.51
Cl -2.9867 3.3613 -6.3108 0.02 0.19 -0.74 -0.216
N -0.8179 -4.6200 4.3417 1.97 1.34 -0.33 -0.626
N -0.0672 -1.5692 1.3604 1.94 0.45 -0.24 -0.456
C 3.3415 -4.2948 3.1265 -1.42 -1.54 0.73 -0.920
C 3.1380 -3.1888 2.3678 -1.34 -1.69 1.37 -0.205
C 0.0843 -5.5014 4.8342 1.21 0.48 -1.19 -0.375
C -0.2808 -3.6411 3.5926 -0.25 0.82 -0.28 -0.245
C -0.4762 -0.5310 0.5880 -0.83 -2.12 0.69 -0.278
C 1.2597 -1.6202 1.6481 -0.64 -0.28 -0.09 0.585
C 2.1586 -0.6563 1.2521 -0.81 2.07 -2.32 -0.965
C 1.4591 -5.5220 4.5088 -3.77 2.15 -0.84 -0.634
C 1.7007 0.4033 0.3772 -1.39 -2.52 1.49 -0.653
C 1.9469 -4.5528 3.6186 2.76 -2.33 1.25 0.380
C 1.1081 -3.6005 3.1610 -3.00 0.56 -0.01 0.430
C 0.2908 0.4596 0.0411 2.40 1.46 0.40 0.560
N 1.8258 -2.7537 2.3213 -1.45 0.25 0.68 0.294
N -0.2560 1.5424 -0.6591 1.38 0.18 0.00 0.210
C -1.8238 3.7533 -5.0384 2.32 -0.47 -0.52 -0.328
C 0.5551 2.2199 -1.7065 -0.64 1.83 2.07 -1.127
C -1.6776 1.7374 -0.7422 -1.96 -0.07 0.70 -0.995
C -2.5473 3.5934 -3.7282 0.26 0.08 2.11 -0.948
C -0.2752 2.6152 -2.8727 0.30 1.04 -1.60 -1.432
C -2.1463 3.1949 -1.1377 1.02 -1.04 -1.86 -0.983
C -1.4714 3.5263 -2.5343 -0.35 1.20 0.19 0.723
H 4.2504 -5.0116 3.3143 -1.90 2.05 -0.54 0.297
H 3.8777 -2.6790 1.9518 2.78 2.22 -2.22 0.414
H -0.3460 -6.1738 5.5297 -0.07 -0.91 0.51 0.415
H -0.9657 -2.7797 3.4106 0.71 -0.96 -0.38 0.329
H -1.5097 -0.6348 0.2874 -0.20 0.27 0.23 0.468
H 3.1952 -0.7986 1.5187 0.05 0.47 -0.13 0.271
H 2.0004 -6.2520 4.9401 2.16 -2.22 1.28 0.524
H 2.3970 1.0870 -0.0233 0.59 0.78 -0.22 0.436
H -0.8795 3.0399 -5.1570 -2.48 1.12 0.24 0.194
H -1.3399 4.7432 -5.2102 -0.88 -0.42 0.11 0.372
H 1.4392 1.6843 -1.9581 0.46 -0.80 -0.29 0.638
H 0.8872 3.1803 -1.2886 0.42 -0.07 0.27 0.297
H -2.2393 1.5364 0.2271 1.18 -0.15 -0.90 0.454
H -1.9957 0.9619 -1.4632 -0.92 0.60 0.00 0.544
H -3.2633 4.4366 -3.4288 1.00 -0.93 -0.93 0.375
H -3.1996 2.6789 -3.8349 0.88 0.64 0.57 0.330
H -0.5173 1.7026 -3.3620 -0.99 -0.82 -0.66 0.434
H 0.3186 3.1756 -3.6675 -0.18 -0.73 1.33 0.525
H -3.2198 3.2061 -1.4269 0.46 -0.16 1.13 0.409
H -1.8806 3.9583 -0.3662 -0.36 -0.80 -0.55 0.311
H -1.0516 4.5831 -2.4025 -0.45 -1.24 -0.49 0.167